C63H153Cl9N10 as an isolated structure at a distorted geometry. Source: the Open Molecules 2025 dataset; level of theory: ωB97M-V/def2-TZVPD.

Cartesian coordinates (Å):
C 4.08086 -1.01501 -1.55613
C 4.35238 0.50239 -1.19752
N 4.35013 1.44131 -2.31427
C 5.46804 1.01978 -3.21485
C 6.26013 2.26538 -3.69457
C 3.09039 1.43620 -3.09358
C 2.10386 2.35105 -2.48178
H 4.22230 -1.64646 -0.61815
H 4.84685 -1.31429 -2.22041
H 3.03969 -1.18945 -1.93293
H 3.62963 0.83455 -0.50967
H 5.39009 0.66942 -0.84977
H 6.18568 0.48881 -2.60516
H 5.13673 0.35224 -4.02483
H 5.75351 2.70769 -4.59958
H 6.25235 3.03376 -2.94531
H 7.34062 2.09152 -3.85423
H 2.76706 0.37651 -3.20849
H 3.20092 1.59465 -4.22783
H 1.11051 2.37718 -2.96541
H 2.49354 3.33706 -2.66570
H 1.95167 2.13869 -1.43957
C -3.39915 -6.67195 -1.93146
C -2.02865 -6.41131 -2.56992
N -2.06364 -5.29119 -3.50568
C -0.69295 -4.90727 -3.91334
C 0.11040 -4.28340 -2.72058
C -2.83846 -5.55259 -4.75253
C -3.01130 -4.31497 -5.60983
H -4.21831 -6.52802 -2.74309
H -3.52616 -6.02287 -1.06912
H -3.54677 -7.72704 -1.65120
H -1.30002 -6.08008 -1.82805
H -1.61145 -7.31930 -3.08149
H -0.18045 -5.67857 -4.51974
H -0.70696 -4.05564 -4.53554
H 1.00929 -3.86850 -3.11003
H -0.41365 -3.39854 -2.28189
H 0.49597 -4.87646 -1.87733
H -3.83695 -5.95659 -4.49044
H -2.25134 -6.33494 -5.32789
H -3.14707 -4.67721 -6.68664
H -2.13460 -3.72001 -5.59774
H -3.92860 -3.73278 -5.30041
C 2.16805 3.07301 7.01071
C 3.06288 2.58020 5.88258
N 3.77770 1.27468 6.05735
C 2.82973 0.15618 5.97495
C 2.60621 -0.29934 4.57605
C 4.50241 1.27135 7.31326
C 5.96346 0.97086 7.02299
H 2.61757 3.41366 7.92084
H 1.35414 2.34623 7.26609
H 1.58165 3.88197 6.56913
H 2.48063 2.44838 4.96178
H 3.79529 3.26746 5.58205
H 3.20614 -0.59066 6.68672
H 1.85795 0.51034 6.32300
H 3.47238 -0.68630 3.99154
H 1.83695 -1.10179 4.43882
H 2.15704 0.53340 3.97894
H 3.97874 0.71445 8.05064
H 4.51535 2.25475 7.71653
H 6.49874 1.21941 7.95381
H 6.36676 1.70577 6.31787
H 6.18217 0.01433 6.64846
C 3.93985 -5.76605 6.37306
C 3.33972 -4.59463 7.09366
N 1.85380 -4.58621 7.15402
C 1.34159 -3.58892 8.02975
C 1.09870 -4.06681 9.46944
C 1.18715 -4.55204 5.86853
C -0.20941 -5.17106 5.96192
H 3.64819 -5.87018 5.32749
H 3.56277 -6.67437 6.90711
H 5.02936 -5.81647 6.45095
H 3.63019 -4.67119 8.16807
H 3.74882 -3.68903 6.61377
H 0.39292 -3.22434 7.70145
H 2.09253 -2.77966 7.89956
H 0.68136 -5.04308 9.39122
H 0.41372 -3.43475 10.11911
H 2.03727 -4.18812 9.91134
H 1.10581 -3.51532 5.60131
H 1.78850 -5.18037 5.18952
H -0.60126 -5.45653 5.00500
H -0.20090 -6.05676 6.68762
H -0.84820 -4.42590 6.31447
C -4.37581 3.45483 4.57112
C -4.26242 4.26076 3.27836
N -5.22085 3.87612 2.22431
C -5.16964 4.82113 1.14560
C -5.63540 6.24538 1.50556
C -4.87404 2.49555 1.74541
C -6.04072 1.96674 0.96534
H -4.20182 2.40866 4.49916
H -5.37515 3.57800 5.10898
H -3.61145 3.80143 5.25991
H -4.45667 5.31374 3.49728
H -3.23801 4.25651 2.86864
H -4.19431 4.87500 0.67909
H -5.92084 4.44795 0.39278
H -6.51118 6.23118 2.21951
H -4.82129 6.88433 1.90747
H -6.07286 6.73976 0.67254
H -4.74154 1.91365 2.59899
H -3.88193 2.47903 1.27375
H -6.96438 2.44290 1.37980
H -6.20265 0.87283 0.99318
H -6.00318 2.15016 -0.13472
C -6.79971 1.71052 -3.41997
C -6.80745 0.44579 -2.53766
N -5.66376 -0.41758 -2.83169
C -5.76932 -1.61342 -1.99410
C -4.47566 -2.48700 -2.07895
C -5.61372 -0.64447 -4.24534
C -6.86595 -1.27674 -4.82714
H -5.84776 2.27483 -3.56340
H -7.42395 2.38329 -2.95422
H -7.05039 1.48590 -4.47262
H -6.79003 0.66171 -1.51138
H -7.69605 -0.11890 -2.79319
H -5.80063 -1.33067 -0.89296
H -6.77437 -2.14644 -2.26140
H -3.51759 -1.95745 -1.93757
H -4.40454 -3.27445 -1.32806
H -4.39178 -3.01958 -3.07083
H -4.77699 -1.34618 -4.34800
H -5.35008 0.29882 -4.78246
H -7.61447 -0.51667 -5.02805
H -7.32857 -2.06650 -4.21517
H -6.64235 -1.76723 -5.79394
C 6.62252 -3.08217 -0.83158
C 6.05615 -4.32393 -0.06714
N 4.67873 -4.42711 0.50296
C 4.26979 -3.45739 1.48200
C 3.33313 -4.08714 2.46946
C 3.64266 -4.66071 -0.59051
C 3.60508 -6.12711 -0.97052
H 6.14607 -3.03504 -1.85872
H 7.74645 -3.23269 -0.92101
H 6.46007 -2.16893 -0.24611
H 6.06537 -5.18922 -0.71081
H 6.72591 -4.48575 0.78486
H 5.14716 -3.12746 2.02647
H 3.84977 -2.54561 1.03945
H 3.90670 -4.84943 2.95260
H 2.91524 -3.32456 3.12402
H 2.49979 -4.51762 2.00412
H 3.84165 -3.93336 -1.39625
H 2.69073 -4.38784 -0.07646
H 3.41320 -6.79265 -0.14564
H 4.51015 -6.43734 -1.52017
H 2.88923 -6.26180 -1.71272
C -2.08375 -0.54373 -8.33293
C -2.23538 0.06266 -6.97033
N -1.25738 1.10853 -6.85224
C -1.57160 2.20125 -7.67527
C -0.75059 3.51084 -7.57951
C -1.06152 1.49697 -5.41814
C -0.79384 0.32394 -4.50627
H -2.62013 0.01366 -9.12446
H -2.59863 -1.56381 -8.37597
H -1.06191 -0.56663 -8.60023
H -3.35864 0.34632 -6.79861
H -1.98367 -0.71168 -6.21756
H -2.67164 2.51506 -7.36882
H -1.54740 1.86382 -8.72662
H -0.96407 3.92578 -6.58638
H -1.05107 4.20795 -8.37320
H 0.29958 3.30320 -7.82572
H -0.14423 2.20708 -5.29174
H -1.87757 2.04690 -5.02089
H -0.53230 0.69052 -3.40979
H -1.57118 -0.39923 -4.39879
H 0.11098 -0.24330 -4.82223
C 0.05070 5.97708 -3.77943
C -0.11782 5.19840 -2.49200
N -1.23961 5.70781 -1.74505
C -1.14914 5.30570 -0.33735
C -0.30026 6.21002 0.52026
C -2.47631 5.15982 -2.24829
C -3.65398 5.99267 -1.86054
H 1.00362 5.76943 -4.26178
H 0.00022 7.00154 -3.49971
H -0.74945 5.64438 -4.44420
H -0.12791 4.13155 -2.70732
H 0.72138 5.43844 -1.81117
H -2.09441 5.38894 0.19119
H -0.79204 4.28676 -0.22097
H 0.73333 6.21489 0.21406
H -0.64111 7.25596 0.48924
H -0.37553 5.82431 1.56306
H -2.57621 4.09891 -1.91719
H -2.45013 5.06784 -3.35755
H -4.50447 5.25799 -1.82090
H -3.87967 6.79403 -2.53427
H -3.54070 6.48428 -0.83999
C 1.08620 -1.17024 0.90114
C 0.23825 -0.33895 -0.05511
N -0.45441 0.78390 0.61641
C -1.39317 1.42588 -0.27969
C -2.47570 0.49497 -0.83434
C 0.49160 1.75315 1.14249
C 0.16704 2.25171 2.53797
H 1.69524 -1.91665 0.40889
H 0.56752 -1.79635 1.64575
H 1.86427 -0.63331 1.51303
H 0.86374 0.07774 -0.90917
H -0.45159 -1.06245 -0.53057
H -1.88686 2.21585 0.25503
H -0.73356 1.92256 -1.14999
H -3.27753 1.08938 -1.24703
H -2.18860 -0.22274 -1.57198
H -2.78716 -0.09134 0.02197
H 0.55651 2.65421 0.49839
H 1.47789 1.38833 1.12694
H -0.90029 2.67921 2.53662
H 0.86216 3.04494 2.79429
H 0.20854 1.45052 3.30600
C 5.54431 1.20391 3.06315
Cl 5.73763 -0.33730 2.22939
Cl 4.54639 2.31012 2.27563
Cl 7.14723 2.04394 3.53683
H 5.22382 1.03246 4.08385
C -1.28832 -0.81949 3.71609
Cl -1.61807 0.13225 5.16804
Cl -2.63427 -0.95315 2.69509
Cl -0.92210 -2.48049 4.18685
H -0.40307 -0.28207 3.26768
C 4.57607 4.47752 -1.01656
Cl 4.33711 5.56516 -2.38525
Cl 3.44555 4.69471 0.27401
Cl 6.32840 4.55045 -0.50380
H 4.44993 3.46629 -1.40348

***

A 15-piece molecular cluster, C63H153N3O15 overall at a distorted geometry. Source: the Open Molecules 2025 dataset; level of theory: ωB97M-V/def2-TZVPD.

Cartesian coordinates (Å):
C -1.56807 -6.32510 0.54692
C -0.35578 -5.82140 -0.16512
C 0.86178 -6.60339 0.28905
O -0.60397 -6.01935 -1.56788
H -1.55316 -6.06609 1.59463
H -1.52899 -7.39209 0.36286
H -2.50813 -6.12739 0.17111
H -0.21544 -4.80555 0.03253
H 0.86937 -7.53601 -0.33539
H 0.88412 -6.95229 1.30924
H 1.75164 -6.19588 0.03110
H -0.14806 -5.35310 -2.12982
C 5.41699 3.69046 -2.61558
C 4.58794 2.81766 -1.74932
C 4.95012 1.37275 -2.05998
O 4.75262 3.20090 -0.34722
H 5.38262 4.74576 -2.41118
H 5.10278 3.39124 -3.62623
H 6.43697 3.30955 -2.57205
H 3.53037 2.98748 -1.92537
H 6.06459 1.36113 -2.07776
H 4.52542 0.99572 -3.04056
H 4.61096 0.65724 -1.27018
H 3.80933 3.20646 -0.03338
C -5.04625 -2.02523 3.17274
C -4.10814 -0.92366 2.83677
C -4.38156 -0.34982 1.47404
O -4.16802 0.14137 3.77149
H -5.13835 -2.72316 2.36236
H -6.06405 -1.64086 3.36207
H -4.80361 -2.55976 4.12660
H -3.06340 -1.37511 2.83831
H -3.78537 0.61111 1.37182
H -5.42265 -0.03959 1.26150
H -4.04554 -1.05460 0.72372
H -3.93496 -0.18060 4.69101
C -0.32226 3.37718 0.53783
C 1.06504 3.72747 -0.04124
C 1.51122 5.16515 0.09142
O 2.16018 2.94204 0.59292
H -0.51661 2.33355 0.38875
H -1.09639 3.99757 0.06931
H -0.28123 3.56194 1.66845
H 1.01080 3.60673 -1.13334
H 0.92907 5.82304 -0.52755
H 2.48622 5.17476 -0.34048
H 1.48803 5.56313 1.05246
H 1.92759 2.01560 0.46919
C 8.23462 2.19489 0.03283
C 7.55514 1.85253 1.33032
C 7.70134 2.96107 2.39429
O 6.23987 1.44548 1.13034
H 9.33901 2.15420 0.22063
H 7.95735 3.20943 -0.33866
H 8.01342 1.34531 -0.67209
H 7.97029 0.89580 1.71350
H 7.60389 2.55437 3.40776
H 6.83022 3.63118 2.16008
H 8.61378 3.58615 2.39787
H 5.77735 2.17149 0.63379
C -6.93080 -3.04324 -5.37850
C -5.58451 -2.42506 -5.68486
C -5.73175 -1.19242 -6.59143
O -4.91273 -1.97465 -4.41995
H -7.59271 -2.25492 -5.05207
H -6.83552 -3.81764 -4.55959
H -7.28021 -3.55686 -6.25294
H -4.91609 -3.18047 -6.10176
H -4.86744 -0.57339 -6.64722
H -6.58138 -0.63009 -6.13585
H -6.16264 -1.42957 -7.58358
H -4.67706 -1.07210 -4.53042
C -4.70796 -4.23829 -1.56018
C -4.29551 -5.18229 -2.71725
C -3.07509 -4.71064 -3.45393
O -4.21013 -6.47888 -2.09837
H -5.49366 -4.72821 -0.94417
H -5.02659 -3.28708 -1.95426
H -3.83297 -4.22008 -0.83816
H -5.21062 -5.15645 -3.40582
H -2.72787 -5.51352 -4.21141
H -2.27694 -4.56203 -2.75015
H -3.27575 -3.78793 -4.01765
H -3.39305 -6.88767 -2.42668
C 5.89332 -2.33012 0.49901
C 4.51776 -1.91477 1.08730
C 4.47139 -2.18342 2.59425
O 4.22496 -0.53148 0.74945
H 5.85259 -2.36393 -0.55699
H 6.07324 -3.38176 0.79660
H 6.71533 -1.74633 0.90486
H 3.83943 -2.59790 0.56261
H 3.51873 -1.93806 3.07774
H 5.26291 -1.60633 3.11901
H 4.50572 -3.30625 2.71324
H 4.93832 0.04038 1.17440
C 2.77356 -4.14292 -3.84924
C 2.57619 -4.66263 -2.38618
C 3.79951 -4.85652 -1.63755
O 1.75587 -3.65246 -1.72855
H 1.81211 -4.19634 -4.32884
H 3.51411 -4.74101 -4.43886
H 3.13115 -3.15606 -3.78481
H 1.99971 -5.64114 -2.31844
H 3.47680 -5.16670 -0.61810
H 4.33401 -3.89216 -1.51986
H 4.47000 -5.57727 -2.12970
H 2.13382 -2.76055 -1.89392
C -6.05971 -3.56585 8.22056
C -4.67810 -2.87248 8.06198
C -3.82791 -2.72246 9.34696
O -3.86124 -3.60994 7.19837
H -6.65684 -3.01814 8.92226
H -5.93199 -4.59370 8.63707
H -6.58636 -3.60014 7.26337
H -4.89555 -1.90035 7.59226
H -3.58276 -3.63400 9.91789
H -4.25387 -1.94793 10.02797
H -2.81687 -2.30375 9.10271
H -4.40128 -4.11457 6.59473
C -3.99469 2.39647 -2.46652
C -4.41797 0.99655 -2.82374
C -5.31582 0.38650 -1.87000
O -5.07682 0.98868 -4.11236
H -3.41973 2.76707 -3.33301
H -3.35294 2.43307 -1.60888
H -4.75402 3.18516 -2.26928
H -3.59183 0.34274 -2.99320
H -6.27239 0.84662 -1.80664
H -4.78265 0.43034 -0.96180
H -5.57745 -0.59174 -2.25372
H -5.99488 0.80632 -3.92319
C -0.45956 -2.47358 5.77327
C -1.66209 -2.22562 4.95626
C -2.07963 -3.56764 4.28647
O -2.70647 -1.69156 5.78282
H -0.18320 -1.57403 6.38290
H 0.48889 -2.72615 5.26180
H -0.66135 -3.20345 6.54454
H -1.45370 -1.42697 4.22786
H -1.30840 -3.92642 3.60535
H -3.01262 -3.53957 3.75544
H -2.26521 -4.37032 5.04059
H -3.01345 -2.38467 6.38601
C 0.63823 3.28810 7.38115
C 2.00900 3.26362 6.64684
C 2.95886 2.45153 7.53265
C 4.15614 1.97266 6.72752
C 3.75965 1.15943 5.56341
C 2.94738 1.98493 4.62870
N 1.83550 2.47408 5.44400
O 0.90440 3.15838 4.57398
C 3.76088 3.08951 3.93998
C 2.37101 1.07024 3.49367
C 2.55318 4.70250 6.40802
H 0.56725 4.10333 8.09438
H 0.42893 2.27938 7.84787
H -0.12103 3.49974 6.64830
H 3.21121 3.17011 8.38171
H 2.52874 1.54532 7.99843
H 4.79445 1.40777 7.38426
H 4.70005 2.82654 6.42136
H 3.09301 0.34003 5.79778
H 4.62191 0.83191 5.06386
H 4.59372 2.63355 3.32556
H 3.06728 3.59471 3.22041
H 4.17754 3.91380 4.62873
H 1.83824 0.17952 3.85479
H 1.58579 1.64703 2.90120
H 3.33228 0.86396 2.84663
H 1.88834 5.45426 6.01837
H 3.51586 4.75692 5.82294
H 2.83900 5.18270 7.31265
H 0.20818 2.50240 4.47615
C 0.88283 0.22979 -3.49080
C -0.00243 -0.15002 -2.32411
C -0.93864 -1.30140 -2.74513
C -1.78929 -1.72911 -1.56585
C -0.93129 -2.24786 -0.46358
C 0.06111 -1.21680 -0.00505
N 0.80479 -0.66887 -1.19602
O 1.60224 0.44686 -0.64603
C -0.69649 -0.13855 0.72933
C 1.13871 -1.74233 0.96883
C -0.88172 1.13579 -2.08245
H 0.16786 0.47449 -4.31111
H 1.53505 -0.62056 -3.79454
H 1.50572 1.06596 -3.29851
H -1.61130 -0.86755 -3.42979
H -0.35617 -2.13913 -3.18322
H -2.60852 -2.38926 -1.93714
H -2.32234 -0.83549 -1.27935
H -0.33340 -3.11478 -0.87779
H -1.48797 -2.66779 0.35636
H -1.34798 -0.70200 1.37116
H 0.06475 0.39172 1.35425
H -1.30847 0.57610 0.19481
H 0.65607 -2.00963 1.96481
H 1.48586 -2.63718 0.60935
H 1.97901 -1.04851 1.14566
H -0.27247 1.98364 -1.72858
H -1.73738 0.91450 -1.37340
H -1.34734 1.42520 -3.03215
H 2.51958 0.21730 -0.83796
C -1.02030 4.37405 -8.06194
C -1.40752 3.79062 -6.76765
C -0.40325 2.65390 -6.36054
C 0.90268 3.23403 -5.76969
C 0.54123 4.19056 -4.60192
C -0.22374 5.43952 -5.13830
N -1.48103 4.85595 -5.67768
O -2.32819 5.89151 -6.23248
C -0.51927 6.33027 -3.94998
C 0.51761 6.37335 -6.21623
C -2.73747 3.10640 -6.81964
H -1.12405 3.63503 -8.87977
H 0.05544 4.77027 -8.18002
H -1.77411 5.10700 -8.37901
H -0.88339 1.96211 -5.67178
H -0.20315 2.07481 -7.26888
H 1.52794 3.71290 -6.51396
H 1.48953 2.44588 -5.29603
H 1.43735 4.55168 -4.18548
H -0.11898 3.71510 -3.84788
H -1.11780 5.81928 -3.13833
H 0.38307 6.71755 -3.50880
H -1.07964 7.13320 -4.41098
H -0.26538 7.11551 -6.53585
H 1.28068 7.04198 -5.74473
H 0.91708 5.73927 -6.99918
H -2.94368 2.67546 -5.86039
H -2.83741 2.38452 -7.62425
H -3.56242 3.85775 -7.06543
H -3.08029 5.82378 -5.65007

The value obtained for the energy relative to the best compared isomer or geometry (same formula, charge and spin) is 28.1 kcal per mole.

***

Table of E_LUMO (eV), in record order: 0.5, 0.5